[1]
This record from OMol25 describes a cluster of 6 separate species, C23H54N3O6P in total at a distorted geometry. The level of theory is ωB97M-V/def2-TZVPD.

- Orbital gap: 9.12 eV
- E_LUMO: 0.59 eV
- Structure (SMILES): CN(C)P(=O)(N(C)C)N(C)C.C1CCOC1.C1CCOC1.C1CCOC1.C1CCOC1.CO
- Molar mass: 499.67 g mol⁻¹

Positions of all 87 atoms, in Å:
C 0.5246 3.2904 1.9125
C 0.7651 4.6708 2.5213
C -0.6027 5.3579 2.4362
O -1.4992 4.3148 2.1715
C -0.9472 3.0151 2.2463
H 1.2603 2.5510 2.2290
H 0.6373 3.4092 0.8349
H 1.4368 5.2963 1.9333
H 0.9822 4.5982 3.5869
H -0.5916 6.1652 1.7039
H -0.7863 5.8111 3.4104
H -1.4402 2.3883 1.5032
H -1.1885 2.6171 3.2318
C -5.1786 -0.5525 -2.0103
C -5.5942 -1.9749 -1.9562
C -6.2455 -2.1528 -0.6104
O -6.2275 -0.8365 -0.0179
C -5.1776 -0.0749 -0.5674
H -5.9150 0.0276 -2.5664
H -4.2423 -0.3806 -2.5412
H -4.6583 -2.5137 -2.1042
H -6.2429 -2.1259 -2.8190
H -5.7080 -2.7921 0.0899
H -7.3147 -2.3195 -0.7406
H -4.2496 -0.2625 -0.0274
H -5.4340 0.9791 -0.4606
C 5.1989 -1.9577 -2.8038
C 3.9863 -1.4279 -3.5921
C 2.9460 -1.7126 -2.5539
O 3.5239 -1.5837 -1.3277
C 5.0110 -1.6129 -1.3790
H 6.1262 -1.5581 -3.2141
H 5.2950 -3.0413 -2.8722
H 3.7711 -1.9654 -4.5156
H 4.2034 -0.3808 -3.8035
H 2.5484 -2.7252 -2.6231
H 2.1170 -1.0091 -2.6307
H 5.5507 -2.3040 -0.7315
H 5.3362 -0.5792 -1.2615
C 3.0803 3.2179 -2.4397
C 4.3745 2.5924 -2.7472
C 5.3520 3.3190 -1.8494
O 4.5428 3.4520 -0.6799
C 3.1514 3.5021 -0.9258
H 2.1855 2.6845 -2.7603
H 3.1283 4.1716 -2.9654
H 4.6675 2.5383 -3.7957
H 4.3878 1.5653 -2.3828
H 5.5847 4.2930 -2.2798
H 6.3134 2.8454 -1.6504
H 2.7957 4.4960 -0.6543
H 2.7029 2.6620 -0.3954
C -0.6332 1.1432 -1.8508
O -1.6707 1.7037 -1.0394
H -0.9864 0.3503 -2.5101
H -0.2404 1.9496 -2.4701
H 0.1880 0.7911 -1.2264
H -1.7301 1.1954 -0.2271
O -1.4241 -0.1974 1.0225
P -1.0894 -1.5397 1.6092
N -1.9927 -1.8143 3.1269
C -3.4126 -1.3999 3.0295
C -1.8048 -2.9475 3.9957
N 0.5624 -1.6231 1.9834
C 1.0730 -0.7432 3.0307
C 1.6316 -1.9404 1.0062
N -1.4395 -2.9095 0.6223
C -1.0506 -4.2914 0.9760
C -2.4191 -2.7859 -0.5109
H -3.7018 -1.1313 4.0455
H -4.1158 -2.1342 2.6367
H -3.5213 -0.4956 2.4308
H -0.7584 -3.1529 4.2216
H -2.2630 -3.8156 3.5218
H -2.1551 -2.5750 4.9584
H 2.0107 -1.1080 3.4498
H 1.2923 0.2582 2.6604
H 0.3901 -0.7258 3.8801
H 1.8090 -1.0254 0.4410
H 2.5887 -2.1101 1.4993
H 1.4045 -2.6995 0.2576
H -0.1899 -4.3289 1.6438
H -1.7955 -4.8972 1.4920
H -0.7111 -4.7715 0.0582
H -2.2642 -3.5937 -1.2262
H -2.4030 -1.8174 -1.0108
H -3.4210 -2.8045 -0.0820

Results of the Mulliken charge analysis, in e, for atoms 1 through 8: -0.005, -0.725, -0.461, -0.469, 0.043, 0.299, -0.055, 0.259

=====

[2]
This record from OMol25 describes a cluster of 2 separate species, C2H8S3 in total at a distorted geometry. The level of theory is ωB97M-V/def2-TZVPD.

- Orbital gap: 8.54 eV
- E_LUMO: 0.12 eV
- Structure (SMILES): CSC.SS
- Molar mass: 128.29 g mol⁻¹

Positions of all 13 atoms, in Å:
S -2.5659 -0.9360 -0.1406
S -2.4888 -2.2481 1.5046
H -2.5712 -1.8229 -1.1369
H -1.7614 -3.1692 0.8722
C 2.7157 0.7924 0.4952
S 2.6553 2.2179 -0.6225
C 1.8856 1.4573 -2.0610
H 1.8280 0.1898 0.3210
H 3.5813 0.1658 0.2933
H 2.5516 1.1202 1.5264
H 1.8742 0.3681 -2.0887
H 2.4291 1.7808 -2.9485
H 0.8595 1.7932 -2.2256

Results of the natural (NBO) charge analysis, in e, for atoms 1 through 8: -0.138, -0.124, 0.132, 0.132, -0.745, 0.180, -0.759, 0.217

=====

[3]
This record from OMol25 describes the ion C9H15BrN4O with charge +2 at a distorted geometry. The level of theory is ωB97M-V/def2-TZVPD.

- Orbital gap (spin up / spin down): 4.41 / 4.40 eV
- E_LUMO (spin up / spin down): -11.81 / -11.81 eV
- Molar mass: 275.15 g mol⁻¹
- Total charge: +2

Positions of all 30 atoms, in Å:
C -4.1494 -0.2923 -0.0550
C -0.6667 0.3063 -0.5400
C -4.2398 1.1430 0.2876
C -2.7863 1.5700 0.0640
C 2.4112 0.1876 1.2730
C 2.2505 0.3500 -1.0524
C 3.3226 -1.2168 1.1413
C 3.0574 -1.0046 -1.1907
C -2.0605 0.3707 -0.6702
N 1.5569 0.4215 0.1977
N 0.3969 -1.4646 0.8012
N -3.0281 -0.6665 -0.5126
N 0.2858 -0.3160 0.1416
O 3.9356 -1.1017 -0.1181
Br -1.0028 -2.4870 0.9682
H -4.9656 -0.9528 0.1136
H -0.2267 1.0484 -1.2004
H -4.8418 1.5520 -0.4160
H -4.7388 1.3320 1.3240
H -2.4902 2.4710 -0.3591
H -2.4235 1.7633 1.0468
H 2.0458 -0.0052 2.2438
H 3.0125 1.0888 1.4080
H 2.9874 1.1032 -0.7865
H 1.7643 0.5257 -2.0005
H 4.0379 -1.1703 1.9773
H 2.5577 -2.0519 1.2810
H 2.3722 -1.8409 -1.3886
H 3.8018 -1.0716 -2.1420
H -2.1762 0.4087 -1.8371

Results of the natural (NBO) charge analysis, in e, for atoms 1 through 8: 0.207, 0.320, -0.483, -0.353, -0.296, -0.289, -0.040, -0.106